# C3H4O2

One molecule with the formula C3H4O2 in a non-equilibrium geometry (the ωB97M-V functional and the def2-TZVPD basis, OMol25).

Structure (XYZ):
```
9
Properties=species:S:1:pos:R:3:mulliken_charge:R:1
C 0.06355 -0.07518 -0.58656 0.10
O 2.31857 0.87040 0.22276 -0.49
H -1.58915 -0.76493 0.64114 0.28
H -1.60906 0.85359 -0.25856 0.27
H -0.18301 -0.49046 -1.54590 0.35
H -0.58854 0.53087 1.26913 0.28
C 1.46426 0.11495 -0.05679 0.53
O 1.14261 -1.15677 0.01792 -0.39
C -1.01923 0.11752 0.29685 -0.93
```

Computed properties:
- Energy relative to the best compared isomer or geometry (same formula, charge and spin): 40.8 kcal per mole
- Energy: -7268.916 eV
- SMILES string: C[C@@H]1OC1=O
- E_LUMO: 0.87 eV
- Maximum force: 4.1 eV/Å
- HOMO: -10.37 eV
- Kohn-Sham gap: 11.2 eV

# C3H4O2

C3H4O2 as an isolated structure in a non-equilibrium geometry (the ωB97M-V functional and the def2-TZVPD basis, OMol25).

Structure (XYZ):
```
9
Properties=species:S:1:pos:R:3:mulliken_spin:R:1
C -0.55279 -0.21810 0.14414 0.02
H -0.02581 -0.42778 -1.88825 -0.01
H 1.01291 -1.33213 -0.79415 0.01
C 0.49379 -0.38756 -0.93156 0.03
O 0.48546 0.25343 1.64725 0.77
H 1.20729 0.43042 -0.93873 -0.01
C -0.35904 0.88194 1.05501 0.80
H -0.82349 1.81683 1.34926 0.05
O -1.43833 -1.01705 0.35704 0.33
```

Computed properties:
- Energy relative to the best compared isomer or geometry (same formula, charge and spin): 11.9 kcal per mole
- Energy: -7265.730 eV
- 2S+1: 3
- E_LUMO (spin up / spin down): 1.04 / -2.61 eV
- Maximum force: 6.5 eV/Å
- HOMO (spin up / spin down): -6.81 / -10.67 eV
- Kohn-Sham gap (spin up / spin down): 7.9 / 8.1 eV

# C3H4O2

One molecule with the formula C3H4O2 in a non-equilibrium geometry (the ωB97M-V functional and the def2-TZVPD basis, OMol25).

Structure (XYZ):
```
9
Properties=species:S:1:pos:R:3:mulliken_spin:R:1
C 1.26253 0.27027 -0.20156 0.02
O -2.52575 0.17258 -0.06518 0.13
H 0.18773 1.87557 0.87125 -0.01
H 1.09101 -0.76439 -0.45516 0.00
O 2.27551 0.83949 -0.10264 0.04
C -1.89462 1.11609 0.47236 1.50
C -0.11646 1.09527 0.09289 0.25
H -2.21577 -0.70171 -0.63294 0.07
H -0.30319 1.67018 -0.71707 0.00
```

Computed properties:
- Energy relative to the best compared isomer or geometry (same formula, charge and spin): 75.0 kcal per mole
- Energy: -7262.995 eV
- 2S+1: 3
- E_LUMO (spin up / spin down): 0.09 / -1.40 eV
- Maximum force: 7.0 eV/Å
- HOMO (spin up / spin down): -6.50 / -10.44 eV
- Kohn-Sham gap (spin up / spin down): 6.6 / 9.0 eV

# C3H4O2S

An isolated ion of composition C3H4O2S and charge -2 in a non-equilibrium geometry (the ωB97M-V functional and the def2-TZVPD basis, OMol25).

Structure (XYZ):
```
10
Properties=species:S:1:pos:R:3:mulliken_charge:R:1
H 1.07962 -0.53294 -0.87574 0.20
H -1.55765 -0.22332 0.60736 0.23
C 0.47365 -0.25528 -0.00166 -0.27
C 0.87053 1.17636 0.42991 0.40
O -0.02727 2.07151 0.52788 -0.71
S -1.45148 -2.24940 -0.78124 -0.85
O 2.13529 1.32266 0.68680 -0.78
C -1.02438 -0.50471 -0.27910 -0.57
H -1.35390 0.17295 -1.12148 0.18
H 0.85559 -0.97783 0.80725 0.17
```

Computed properties:
- Energy relative to the best compared isomer or geometry (same formula, charge and spin): 2.8 kcal per mole
- Charge: -2
- Energy: -18105.403 eV
- SMILES string: O=C([O-])CC[S-]
- E_LUMO: 6.26 eV
- Maximum force: 2.0 eV/Å
- HOMO: 0.73 eV
- Kohn-Sham gap: 5.5 eV

# C3H4O2S

One molecule with the formula C3H4O2S in a non-equilibrium geometry (the ωB97M-V functional and the def2-TZVPD basis, OMol25).

Structure (XYZ):
```
10
Properties=species:S:1:pos:R:3:mulliken_charge:R:1
H 1.33019 2.79915 -1.52194 0.28
C 1.09603 1.68998 -1.19579 -0.58
C -0.32304 -0.20200 1.54839 0.06
O 0.65353 1.32684 0.15667 -0.28
S -0.49055 -1.02510 -1.04540 -0.13
H 1.91760 1.01428 -1.63229 0.30
H -0.56907 0.87331 2.16663 0.19
O -0.50237 -1.27383 2.01056 -0.36
C -0.13433 0.14638 0.02695 0.28
H 0.12887 1.48455 -1.90120 0.24
```

Computed properties:
- Energy relative to the best compared isomer or geometry (same formula, charge and spin): 71.7 kcal per mole
- Energy: -18102.957 eV
- SMILES string: COC(=S)C=O
- E_LUMO: -0.93 eV
- Maximum force: 4.3 eV/Å
- HOMO: -9.37 eV
- Kohn-Sham gap: 8.4 eV

# C3H4O2S

A 2-piece molecular cluster, C3H4O2S overall in a non-equilibrium geometry (the ωB97M-V functional and the def2-TZVPD basis, OMol25).

Structure (XYZ):
```
10
Properties=species:S:1:pos:R:3:mulliken_charge:R:1
O 2.31831 2.61702 -2.23562 -0.36
H -1.70248 -1.98169 1.21309 0.16
C -1.64249 -0.90846 1.28401 -0.63
C -0.89890 -0.19373 0.45829 0.07
S 0.10727 -0.83025 -0.83176 -0.18
O 2.51867 1.11950 -0.51884 -0.34
H -0.05807 -2.11983 -0.54615 0.09
H -0.83894 0.88274 0.49603 0.23
C 2.41512 1.85925 -1.38351 0.71
H -2.21850 -0.44455 2.06447 0.25
```

Computed properties:
- Energy relative to the best compared isomer or geometry (same formula, charge and spin): 4.5 kcal per mole
- Energy: -18105.870 eV
- SMILES string: O=C=O.C=CS
- E_LUMO: 0.58 eV
- Maximum force: 1.8 eV/Å
- HOMO: -8.70 eV
- Kohn-Sham gap: 9.3 eV

# C3H4O2S

A 2-piece molecular cluster, C3H4O2S overall in a non-equilibrium geometry (the ωB97M-V functional and the def2-TZVPD basis, OMol25).

Structure (XYZ):
```
10
Properties=species:S:1:pos:R:3:mulliken_charge:R:1
C -0.01672 0.19681 -0.06803 0.25
H 1.52915 -1.76431 0.08875 0.18
O 0.68188 0.96966 -0.88313 -0.31
O -0.61743 -1.57664 -1.45909 -0.43
H -0.70140 2.27734 -0.04806 0.23
C 0.08534 1.55592 0.32953 -0.16
C -0.93431 -0.87410 -0.53176 -0.03
S 1.05207 -1.64077 1.33764 -0.28
H -1.84561 -0.98151 0.06293 0.32
H 0.76702 1.83761 1.17121 0.23
```

Computed properties:
- Energy relative to the best compared isomer or geometry (same formula, charge and spin): 96.0 kcal per mole
- Energy: -18101.902 eV
- E_LUMO: -1.30 eV
- Maximum force: 2.7 eV/Å
- HOMO: -9.17 eV
- Kohn-Sham gap: 7.9 eV

# C3H4O2S

One molecule with the formula C3H4O2S in a non-equilibrium geometry (the ωB97M-V functional and the def2-TZVPD basis, OMol25).

Structure (XYZ):
```
10
Properties=species:S:1:pos:R:3:mulliken_charge:R:1
H 1.20824 1.30911 0.39558 0.23
C -1.67710 0.45278 0.06213 0.60
S -0.88896 -1.59708 -0.01682 -0.28
O -2.85258 0.51090 0.11559 -0.41
O -0.64588 1.11811 0.06590 -0.24
C 0.61174 0.63958 -0.24716 -0.32
H 0.89858 0.84153 -1.37965 0.25
C 0.71559 -0.90609 0.26809 -0.42
H 1.38682 -1.42185 -0.48976 0.26
H 1.24355 -0.94700 1.22609 0.33
```

Computed properties:
- Energy relative to the best compared isomer or geometry (same formula, charge and spin): 38.2 kcal per mole
- Energy: -18104.407 eV
- SMILES string: O=C1OCCS1
- E_LUMO: 0.61 eV
- Maximum force: 7.1 eV/Å
- HOMO: -8.81 eV
- Kohn-Sham gap: 9.4 eV